Here is 2 unconnected molecules or ions with the total composition Br2ClHNP from the OMol25 dataset. Energies are from wB97M-V/def2-TZVPD.

LUMO energy (alpha / beta) (eV): 0.2 / -4.3
Molecular weight (g/mol): 241.2
E (eV): -163400.5000
Relative energy (zero: lowest compared OMol25 entry of this formula, charge and spin) (kJ/mol): 0.0
Spin multiplicity: 3

Positions of all 6 atoms, in Å:
N: 0.948 -0.339 -1.315
P: 0.041 -0.233 -0.036
Cl: -1.892 2.398 0.874
Br: 0.680 -0.259 2.138
Br: -1.157 -2.067 -0.019
H: 1.380 0.500 -1.642

Here is a molecular structure, C5H9NO from the OMol25 dataset. Energies are from wB97M-V/def2-TZVPD.

LUMO energy (eV): 0.9
Molecular weight (g/mol): 99.1
E (eV): -8865.2570
Relative energy (zero: lowest compared OMol25 entry of this formula, charge and spin) (kJ/mol): 381.7

Positions of all 16 atoms, in Å:
C: 0.096 1.312 -0.025
C: 1.214 0.353 0.203
N: 0.953 -0.512 1.354
C: 0.791 -1.056 0.003
C: -0.646 -1.161 -0.435
C: -1.266 0.160 -0.024
O: -2.174 0.711 -0.932
H: -0.057 2.036 0.785
H: 0.316 1.924 -0.945
H: -1.307 1.279 -0.892
H: 2.236 0.645 -0.018
H: 1.828 -0.824 1.758
H: 1.502 -1.792 -0.355
H: -1.174 -1.997 0.037
H: -0.716 -1.280 -1.524
H: -1.596 0.202 1.011

Here is a molecular structure, C43H37Ti from the OMol25 dataset. Energies are from wB97M-V/def2-TZVPD.

LUMO energy (eV): 1.3
Total charge: -1
Molecular weight (g/mol): 601.6
E (eV): -68303.0666

Positions of all 81 atoms, in Å:
C: -5.084 0.998 -2.231
C: -4.780 -0.372 -2.161
C: -3.502 -0.806 -1.795
C: -2.460 0.091 -1.401
C: -1.327 -0.465 -0.727
Ti: 1.020 2.125 -1.997
C: 2.272 0.359 -2.177
C: 3.698 0.795 -2.201
C: 4.549 -0.311 -2.252
C: 5.917 -0.145 -2.338
C: 6.459 1.146 -2.387
C: 5.624 2.270 -2.353
C: 4.240 2.103 -2.243
C: 0.041 3.654 -0.536
C: -0.242 2.466 0.188
C: 0.988 1.803 0.452
C: 2.051 2.632 0.006
C: 1.472 3.787 -0.629
C: -0.517 2.296 -3.927
C: 0.562 1.586 -4.514
C: 1.758 2.333 -4.303
C: 1.429 3.527 -3.579
C: -0.008 3.528 -3.392
C: -2.765 1.479 -1.679
C: -4.041 1.913 -2.039
H: -6.106 1.346 -2.387
H: -5.580 -1.094 -2.374
H: -3.293 -1.876 -1.714
H: -1.262 -0.485 0.344
H: -0.500 -0.918 -1.271
H: 2.045 -0.296 -1.319
H: 2.028 -0.199 -3.099
H: 4.072 -1.290 -2.248
H: 6.536 -1.037 -2.367
H: 7.538 1.263 -2.469
H: 6.054 3.272 -2.411
H: 3.611 3.002 -2.213
H: -0.684 4.394 -0.872
H: -1.218 2.138 0.545
H: 1.106 0.875 0.993
H: 3.108 2.476 0.211
H: 2.011 4.642 -1.006
H: -1.572 2.029 -3.992
H: 0.477 0.657 -5.076
H: 2.736 2.132 -4.733
H: 2.108 4.337 -3.330
H: -0.593 4.379 -3.069
H: -1.995 2.238 -1.536
H: -4.255 2.984 -2.152
C: -1.116 -2.147 2.263
C: 0.157 -2.758 1.933
C: 0.198 -3.965 1.191
C: 1.371 -4.698 1.080
C: 2.561 -4.207 1.637
C: 2.548 -3.007 2.365
C: 1.361 -2.299 2.524
C: -1.355 -0.798 2.743
C: -2.651 -0.773 3.383
C: -3.005 0.292 4.206
C: -2.131 1.378 4.355
C: -0.888 1.384 3.722
C: -0.497 0.289 2.951
C: -3.170 -2.144 3.409
C: -2.226 -2.986 2.751
C: -2.228 -4.360 3.012
C: -3.174 -4.904 3.887
C: -4.098 -4.058 4.527
C: -4.082 -2.686 4.298
H: -0.724 -4.293 0.713
H: 1.361 -5.654 0.554
H: 3.499 -4.750 1.477
H: 3.478 -2.631 2.803
H: 1.350 -1.406 3.146
H: -3.959 0.233 4.735
H: -2.430 2.227 4.960
H: -0.196 2.208 3.886
H: 0.511 0.256 2.544
H: -1.446 -4.989 2.588
H: -3.153 -5.977 4.106
H: -4.831 -4.515 5.190
H: -4.762 -2.024 4.821